The following is a DFT calculation (ωB97M-V/def2-TZVPD) of one molecule with the formula C27H42N6O2.

Output
* net charge: 0
* SMILES string: CCCN(CCC)CCNC(=O)CCC(=O)Nc1ccc2nc(N3CCN(C)CC3)cc(C)c2c1
* F_max: 0.777 eV/Å
* gap between HOMO and LUMO: 7.97 eV
* energy relative to the best compared isomer or geometry (same formula, charge and spin): 0.260 eV

Last column: Mulliken charge in e.
Geometry (Å):
C: -8.5771 -1.3271 0.5982  -1.36
C: -7.1946 -0.8063 0.9677  0.07
C: -6.2446 -0.8559 -0.2394  -1.26
N: -4.8793 -0.4346 0.0020  0.79
C: -4.0743 -1.4023 0.7341  -1.24
C: -3.3494 -2.3559 -0.2186  0.71
C: -2.5420 -3.3953 0.5482  -1.49
C: -4.7381 0.9383 0.4496  -0.98
C: -3.4337 1.5254 -0.0984  -0.70
N: -3.4175 1.3606 -1.5312  0.19
C: -2.9318 2.2791 -2.3791  0.61
O: -2.5015 3.3607 -2.0269  -0.71
C: -2.9539 1.8584 -3.8490  -0.88
C: -2.3175 0.4790 -4.0746  -0.85
C: -1.2663 0.1242 -3.0251  0.33
O: -1.2865 -0.9476 -2.4527  -0.69
N: -0.3430 1.0933 -2.8271  0.04
C: 0.7048 1.1256 -1.8950  0.55
C: 1.5335 2.2645 -1.9047  -0.80
C: 2.5875 2.3661 -1.0440  -0.96
C: 2.8668 1.3336 -0.1238  -1.52
N: 3.9347 1.4710 0.6799  -0.30
C: 4.2173 0.5229 1.5524  0.86
N: 5.2766 0.7509 2.3883  0.00
C: 6.0399 -0.3057 3.0084  -1.08
C: 7.2049 -0.7171 2.1021  -0.57
N: 8.0558 0.4325 1.8599  -0.13
C: 9.2315 0.0819 1.0953  -1.12
C: 7.2937 1.4964 1.2265  -0.67
C: 6.1232 1.8960 2.1252  -0.95
C: 3.4019 -0.6375 1.6758  -0.31
C: 2.3168 -0.8104 0.8661  0.81
C: 1.4479 -2.0224 0.9919  -1.75
C: 2.0187 0.1960 -0.0984  0.73
C: 0.9442 0.1108 -0.9975  0.06
H: -8.5189 -2.3596 0.2602  0.32
H: -9.0082 -0.7296 -0.2025  0.33
H: -9.2445 -1.2838 1.4557  0.39
H: -6.7864 -1.4094 1.7813  0.27
H: -7.2755 0.2222 1.3252  0.27
H: -6.6530 -0.2215 -1.0338  0.41
H: -6.2068 -1.8794 -0.6209  0.28
H: -4.6888 -1.9894 1.4316  0.28
H: -3.3313 -0.8689 1.3313  0.44
H: -4.0819 -2.8610 -0.8511  0.30
H: -2.6857 -1.7871 -0.8702  -0.35
H: -2.0048 -4.0405 -0.1418  0.41
H: -1.8166 -2.9115 1.1988  0.22
H: -3.1923 -4.0136 1.1650  0.43
H: -4.7499 1.0405 1.5460  0.33
H: -5.5716 1.5159 0.0436  0.48
H: -2.5691 1.0126 0.3393  0.20
H: -3.3544 2.5914 0.1233  0.44
H: -3.7446 0.4570 -1.8411  0.11
H: -3.9898 1.8492 -4.1935  0.39
H: -2.4321 2.6347 -4.4118  0.37
H: -3.0699 -0.3107 -4.0405  0.38
H: -1.8491 0.4400 -5.0611  0.40
H: -0.4503 1.9515 -3.3498  0.16
H: 1.3208 3.0626 -2.6026  0.38
H: 3.2314 3.2314 -1.0461  0.48
H: 5.4172 -1.1699 3.2302  0.38
H: 6.4448 0.0832 3.9481  0.41
H: 7.7984 -1.4922 2.5933  0.53
H: 6.7985 -1.1318 1.1596  0.30
H: 9.8585 0.9652 0.9836  0.34
H: 8.9892 -0.3054 0.0926  0.39
H: 9.7939 -0.6791 1.6351  0.34
H: 7.9544 2.3531 1.0779  0.51
H: 6.8970 1.1843 0.2439  0.38
H: 5.5202 2.6630 1.6425  0.48
H: 6.5065 2.2596 3.0826  0.36
H: 3.6250 -1.3835 2.4227  0.19
H: 1.8109 -2.6775 1.7804  0.31
H: 0.4253 -1.7288 1.2240  0.25
H: 1.4297 -2.5779 0.0555  0.41
H: 0.3049 -0.7546 -0.9926  0.85


The following is a DFT calculation (ωB97M-V/def2-TZVPD) of F16N8Na2O32S16 as an isolated structure at a distorted geometry.

Output
* net charge: -6
* F_max: 5.962 eV/Å
* gap between HOMO and LUMO: 6.11 eV

Last column: Mulliken charge in e.
Geometry (Å):
Na: 1.1058 -3.7455 -2.5548  0.81
Na: -0.8575 0.9819 3.2131  0.92
N: 1.7430 4.3823 5.5293  -0.30
S: 1.8744 3.2974 4.2994  0.99
O: 1.4136 1.9704 4.5655  -0.50
O: 2.9197 3.4759 3.3640  -0.52
F: 0.6080 3.8668 3.5104  -0.23
S: 3.0235 3.9721 6.3656  1.11
O: 4.3172 4.3470 5.9047  -0.61
O: 2.9022 2.6742 6.9601  -0.60
F: 2.7523 4.9220 7.6579  -0.33
N: 2.7437 6.8762 -2.0694  -0.42
S: 4.1021 5.7981 -2.1103  1.05
O: 4.4653 5.1352 -3.3251  -0.59
O: 4.4549 5.1633 -0.8876  -0.53
F: 5.1661 7.0499 -2.1391  -0.37
S: 1.8006 5.7362 -2.6616  1.04
O: 1.5625 4.5581 -1.9076  -0.23
O: 1.7838 5.6738 -4.0903  -0.63
F: 0.4240 6.5190 -2.3141  -0.31
N: -0.3917 -1.2741 -6.2606  -0.35
S: -1.5866 -1.5184 -7.4123  1.08
O: -2.1184 -0.3642 -8.0664  -0.62
O: -2.4718 -2.5981 -7.1574  -0.55
F: -0.5322 -2.0631 -8.5171  -0.33
S: -1.0991 -0.0881 -5.4804  1.14
O: -2.4254 -0.3983 -5.0621  -0.56
O: -0.7467 1.2230 -5.8792  -0.62
F: -0.2839 -0.1854 -4.0876  -0.21
N: -2.8113 4.7085 0.4864  -0.54
S: -2.7022 3.0644 0.6581  0.97
O: -1.6330 2.5285 1.4427  -0.10
O: -3.3450 2.3298 -0.3559  -0.52
F: -3.8658 3.1442 1.7918  -0.40
S: -1.6612 5.1261 -0.5035  1.23
O: -1.5576 4.3572 -1.6869  -0.50
O: -0.5157 5.7271 0.0963  -0.58
F: -2.3666 6.5427 -1.0017  -0.43
N: -1.0740 -4.1346 -3.8007  -0.31
S: -2.4001 -3.7856 -2.9584  1.26
O: -2.5822 -4.3093 -1.6468  -0.64
O: -3.5652 -3.6433 -3.7849  -0.68
F: -2.0932 -2.2635 -2.6777  -0.19
S: -1.3295 -5.7962 -3.9285  1.14
O: -2.2788 -6.0994 -4.9474  -0.68
O: -1.3314 -6.5701 -2.7446  -0.54
F: 0.0754 -6.0510 -4.6367  -0.27
N: -2.6009 -2.4591 6.4005  -0.31
S: -2.9909 -1.5795 7.6570  1.09
O: -3.5382 -0.2927 7.4013  -0.58
O: -2.2486 -1.7816 8.8620  -0.62
F: -4.3134 -2.4919 8.0048  -0.35
S: -1.2620 -1.6040 5.9810  1.03
O: -0.1313 -1.9710 6.7623  -0.59
O: -1.3652 -0.2718 5.4717  -0.45
F: -0.8891 -2.4254 4.6731  -0.20
N: 2.5885 -4.9515 -0.8373  -0.49
S: 1.5628 -5.1617 0.3424  1.13
O: 1.8665 -6.0708 1.3983  -0.61
O: 0.2214 -5.0754 -0.1585  -0.46
F: 1.7474 -3.8060 1.1188  -0.20
S: 2.5185 -6.5509 -1.4224  1.05
O: 1.6498 -6.7069 -2.5249  -0.45
O: 2.7903 -7.5802 -0.4874  -0.59
F: 4.0289 -6.4103 -1.9951  -0.33
N: 0.1210 -0.2171 1.4290  -0.26
S: -0.6621 -1.3035 0.5854  0.76
O: 0.1820 -2.1502 -0.2102  -0.30
O: -1.9691 -0.9642 0.1381  -0.59
F: -1.0355 -2.2747 1.8208  -0.32
S: 0.8614 0.6470 0.1864  0.82
O: 0.0068 1.0658 -0.8470  -0.43
O: 2.1872 0.2203 -0.0661  -0.59
F: 1.0616 1.9039 1.1278  -0.15


The following is a DFT calculation (ωB97M-V/def2-TZVPD) of a 2-piece molecular cluster, C4H6INO overall at a distorted geometry.

Output
* net charge: 0
* SMILES string: Cc1ncco1.I
* F_max: 3.348 eV/Å
* gap between HOMO and LUMO: 9.46 eV
* energy relative to the best compared isomer or geometry (same formula, charge and spin): 1.439 eV

Last column: Mulliken charge in e.
Geometry (Å):
C: -1.6686 -0.2610 -1.0159  -1.03
C: -0.8489 0.7248 -0.3025  0.70
N: -1.3421 1.5569 0.5969  -0.55
C: -0.2109 2.1759 1.0922  -0.22
C: 0.8878 1.7627 0.3694  -0.21
O: 0.4512 0.7767 -0.4568  -0.30
H: -1.1226 -0.6142 -1.8067  0.36
H: -2.5069 0.0914 -1.6873  0.31
H: -1.9004 -1.0662 -0.3539  0.23
H: -0.2392 2.8843 1.9314  0.35
H: 1.9316 2.0610 0.3285  0.37
I: 2.8458 -3.0170 3.3043  -0.10
H: 3.8185 -1.8982 4.0432  0.10


The following is a DFT calculation (ωB97M-V/def2-TZVPD) of a 2-piece molecular cluster, CCl2OS overall at a distorted geometry.

Output
* net charge: 0
* 2S+1: 3
* F_max: 1.891 eV/Å
* gap between HOMO and LUMO (spin up / spin down): 8.35 / 5.18 eV
* <S²>: 2.011

Last column: Mulliken spin population.
Geometry (Å):
C: -0.4087 0.2038 0.0383  0.82
O: 1.4968 0.1616 1.6557  0.17
S: 0.8027 -0.6761 0.6762  0.04
Cl: -0.8599 -1.3564 -2.1611  0.83
Cl: -1.0309 1.6671 -0.2091  0.14


The following is a DFT calculation (ωB97M-V/def2-TZVPD) of C38H33BrIN8ORe as an isolated structure.

Output
* net charge: +3
* 2S+1: 4
* F_max: 0.466 eV/Å
* gap between HOMO and LUMO (spin up / spin down): 7.68 / 5.57 eV
* <S²>: 3.789
* energy relative to the best compared isomer or geometry (same formula, charge and spin): 0.580 eV

Last column: Mulliken spin population.
Geometry (Å):
Re: 0.3573 -0.2898 -0.1174  2.10
C: 1.6404 1.7222 1.8879  0.01
N: 0.4840 1.6734 0.9399  0.07
C: 0.6613 2.7687 -0.0489  0.04
C: 1.5900 2.2192 -1.0735  0.00
N: 1.7398 0.9029 -1.2278  0.05
C: 2.6479 0.7494 -2.3129  0.03
C: 3.1571 -0.3570 -2.9927  0.02
C: 4.0556 -0.1275 -4.0150  0.00
C: 4.4463 1.1640 -4.3902  0.00
C: 3.9294 2.2714 -3.7552  0.00
C: 3.0301 2.0266 -2.7260  -0.01
N: 2.3360 2.9175 -1.9161  0.02
C: 1.9563 0.3528 2.3664  0.04
N: 1.5602 -0.7047 1.6799  0.08
C: 2.0429 -1.8239 2.3800  -0.01
C: 1.8558 -3.1915 2.1857  0.01
C: 2.4485 -4.0463 3.0917  0.00
C: 3.1976 -3.5691 4.1791  0.00
C: 3.3571 -2.2179 4.4063  0.00
C: 2.7570 -1.3668 3.4859  -0.01
N: 2.6701 0.0248 3.4420  0.01
H: 2.5060 2.1005 1.3418  0.00
H: 1.4310 2.4184 2.6993  0.00
H: -0.3919 1.8201 1.4455  -0.03
H: -0.3025 3.0186 -0.4851  -0.01
H: 1.0618 3.6616 0.4322  0.00
H: 2.8434 -1.3663 -2.7830  0.00
H: 4.4613 -0.9736 -4.5547  0.00
H: 5.1508 1.2920 -5.2008  0.00
H: 4.2051 3.2768 -4.0468  0.00
H: 2.3836 3.9244 -1.9632  0.00
H: 1.2465 -3.5781 1.3779  0.00
H: 2.3248 -5.1153 2.9738  0.00
H: 3.6457 -4.2788 4.8620  0.00
H: 3.9108 -1.8455 5.2585  0.00
H: 3.0739 0.6676 4.1078  0.00
O: -4.8195 -3.8255 1.0725  0.01
C: -3.7258 -3.1361 0.8347  0.01
C: -3.2165 -2.8527 -0.4414  -0.01
C: -2.0867 -2.0915 -0.5363  0.03
N: -1.3760 -1.6024 0.5172  0.09
C: -1.9001 -1.8777 1.7359  0.00
Br: -1.1671 -1.1034 3.2845  0.00
C: -3.0358 -2.6242 1.9354  -0.01
H: -5.2629 -4.1353 0.2716  0.00
H: -3.7087 -3.1963 -1.3428  0.00
H: -1.7177 -1.8305 -1.5228  -0.02
H: -3.4129 -2.7968 2.9337  0.00
I: 4.6747 -4.5655 -1.0456  0.00
C: 2.8198 -3.6837 -0.9931  0.00
C: 1.5894 -4.2606 -1.2610  0.03
N: 0.6499 -3.3258 -1.0756  0.02
N: 1.1972 -2.1432 -0.7128  0.14
C: 2.5195 -2.3725 -0.6459  0.01
H: 1.3280 -5.2656 -1.5576  0.00
H: -0.3442 -3.4281 -1.1772  -0.01
H: 3.1961 -1.5857 -0.3497  0.00
C: 0.5889 -0.9498 -6.0378  0.04
C: 0.6524 -1.6493 -4.8402  0.00
C: 0.0816 -1.1180 -3.6964  0.08
C: -0.5811 0.1088 -3.7220  0.05
C: -0.6695 0.7823 -4.9510  0.03
C: -0.0732 0.2714 -6.0889  -0.02
C: -1.2750 0.7224 -2.5933  0.05
C: -1.1414 0.6899 -1.2345  -0.01
C: -2.1094 1.5932 -0.4993  0.02
C: -2.5335 2.7962 -1.0935  0.01
C: -3.3899 3.6690 -0.4447  0.00
C: -3.8406 3.3933 0.8399  0.00
C: -3.4151 2.2327 1.4615  0.01
C: -2.5641 1.3519 0.8009  0.04
H: 1.0318 -1.3647 -6.9339  0.00
H: 1.1426 -2.6150 -4.8055  0.00
H: 0.1340 -1.6830 -2.7780  0.01
H: -1.2183 1.7157 -5.0088  0.00
H: -0.1457 0.8105 -7.0241  0.00
H: -2.0926 1.3391 -2.9557  -0.01
H: -2.1783 3.0762 -2.0785  0.00
H: -3.6989 4.5787 -0.9445  0.00
H: -4.5074 4.0784 1.3465  0.00
H: -3.7535 1.9950 2.4626  0.00
H: -2.2839 0.4567 1.3285  -0.04


The following is a DFT calculation (ωB97M-V/def2-TZVPD) of a 2-piece molecular cluster, C5H9NOS overall at a distorted geometry.

Output
* net charge: 0
* SMILES string: C/N=C\S.CC=C=O
* F_max: 2.979 eV/Å
* gap between HOMO and LUMO: 9.11 eV
* energy relative to the best compared isomer or geometry (same formula, charge and spin): 3.462 eV

Last column: Mulliken charge in e.
Geometry (Å):
C: 2.3504 -0.0377 -2.5238  -0.68
N: 1.1789 -0.8627 -2.3227  -0.42
C: 0.1069 -0.6484 -1.7108  0.08
S: -0.4330 0.9120 -1.1174  -0.26
H: 2.4528 0.2871 -3.5339  0.29
H: 2.3332 0.9809 -2.0566  0.22
H: 3.1376 -0.7402 -2.4035  0.28
H: -0.6956 -1.3403 -1.7444  0.39
H: 0.8808 1.4330 -1.1499  0.10
C: -0.9739 0.1798 3.2426  -0.91
C: -1.6872 0.2436 1.8730  -0.64
C: -2.1069 -0.7098 1.1228  0.64
O: -2.2932 -1.5049 0.3109  -0.39
H: -0.3365 1.0135 3.1227  0.27
H: -0.4184 -0.7424 3.2791  0.33
H: -1.7135 0.3204 4.0423  0.27
H: -1.7823 1.2162 1.5696  0.44


The following is a DFT calculation (ωB97M-V/def2-TZVPD) of one molecule with the formula C4H11N3O at a distorted geometry.

Output
* net charge: 0
* F_max: 3.564 eV/Å
* gap between HOMO and LUMO: 4.92 eV
* energy relative to the best compared isomer or geometry (same formula, charge and spin): 7.720 eV

Last column: Mulliken charge in e.
Geometry (Å):
C: -0.3823 1.1911 0.5247  -0.82
N: 0.8756 1.1222 -0.1562  -0.36
C: 1.4867 -0.1079 0.0866  0.33
N: 2.8801 -0.1025 -0.3328  -0.57
O: 1.4665 -0.6127 1.4841  -0.59
C: -1.3986 0.0830 0.2843  0.29
C: -1.6327 -0.1314 -1.2346  -1.15
N: -0.9639 -1.2209 0.8978  -0.68
H: -0.9187 2.1587 0.3947  0.42
H: -0.0798 1.0982 1.5937  0.47
H: 0.9142 -0.8685 -0.4796  0.25
H: 3.1156 0.8655 -0.5275  0.25
H: 3.1513 -0.6655 -1.1254  0.25
H: -2.3655 0.3209 0.8067  0.43
H: -2.0199 0.8353 -1.6600  0.33
H: -2.3194 -0.9740 -1.4935  0.37
H: -0.5479 -0.1122 -1.8606  0.17
H: -1.8089 -1.7788 1.1527  0.21
H: 0.5475 -1.1004 1.6449  0.39


> Number 3 is which compound?

C4H6INO


Please write out number 7 again, unchanged.
The following is a DFT calculation (ωB97M-V/def2-TZVPD) of one molecule with the formula C4H11N3O at a distorted geometry.

Output
* net charge: 0
* F_max: 3.564 eV/Å
* gap between HOMO and LUMO: 4.92 eV
* energy relative to the best compared isomer or geometry (same formula, charge and spin): 7.720 eV

Last column: Mulliken charge in e.
Geometry (Å):
C: -0.3823 1.1911 0.5247  -0.82
N: 0.8756 1.1222 -0.1562  -0.36
C: 1.4867 -0.1079 0.0866  0.33
N: 2.8801 -0.1025 -0.3328  -0.57
O: 1.4665 -0.6127 1.4841  -0.59
C: -1.3986 0.0830 0.2843  0.29
C: -1.6327 -0.1314 -1.2346  -1.15
N: -0.9639 -1.2209 0.8978  -0.68
H: -0.9187 2.1587 0.3947  0.42
H: -0.0798 1.0982 1.5937  0.47
H: 0.9142 -0.8685 -0.4796  0.25
H: 3.1156 0.8655 -0.5275  0.25
H: 3.1513 -0.6655 -1.1254  0.25
H: -2.3655 0.3209 0.8067  0.43
H: -2.0199 0.8353 -1.6600  0.33
H: -2.3194 -0.9740 -1.4935  0.37
H: -0.5479 -0.1122 -1.8606  0.17
H: -1.8089 -1.7788 1.1527  0.21
H: 0.5475 -1.1004 1.6449  0.39